# 1
# C44H71BN11O2OsPS4

A structure of composition C44H71BN11O2OsPS4 (wB97M-V/def2-TZVPD, the OMol25 dataset).

Computed properties:
Net charge: +4
LUMO level (alpha / beta) in eV: -9.8 / -12.6
Multiplicity: 5
<S²>: 6.034
Largest force on an atom in eV/Å: 0.7

Element x y z (Å)
Os (-0.2220, -0.5187, -0.0915)
C (4.5054, 0.6154, 2.0644)
C (4.2230, -0.3215, 0.9325)
C (5.1598, -1.1556, 0.3933)
C (4.8316, -2.0448, -0.6594)
N (3.6297, -2.0439, -1.1885)
N (2.7212, -1.1999, -0.6870)
B (1.3296, -1.1920, -1.4490)
N (1.0905, -2.7052, -1.7941)
N (1.3673, -3.1646, -3.0081)
C (1.4217, -4.4691, -3.1718)
C (1.2593, -5.3416, -2.0691)
C (0.9455, -4.8643, -0.8251)
C (0.7710, -5.7420, 0.3755)
C (0.8185, -3.4649, -0.7385)
S (0.3629, -2.6463, 0.7435)
C (1.7615, -5.0081, -4.5516)
C (3.2793, -5.2521, -4.5747)
C (1.3700, -4.0155, -5.6442)
C (1.0290, -6.3357, -4.8025)
N (1.4652, -0.2656, -2.6878)
N (2.4735, -0.5791, -3.4889)
C (2.7087, 0.1831, -4.5378)
C (1.8716, 1.2818, -4.8213)
C (0.8418, 1.6217, -3.9803)
C (-0.0485, 2.7999, -4.2215)
C (0.6861, 0.8003, -2.8478)
S (-0.4806, 1.1974, -1.6138)
C (3.9291, -0.1956, -5.3663)
C (5.1524, -0.1604, -4.4403)
C (3.7322, -1.6212, -5.8969)
C (4.1426, 0.7661, -6.5342)
C (2.9370, -0.4054, 0.3511)
S (1.5872, 0.5119, 0.9562)
C (5.8500, -3.0323, -1.1879)
C (6.1925, -4.0067, -0.0491)
C (5.2860, -3.8031, -2.3750)
C (7.1130, -2.2682, -1.6168)
H (5.5041, 0.4525, 2.4608)
H (3.7882, 0.4781, 2.8735)
H (4.4358, 1.6511, 1.7286)
H (6.1666, -1.1527, 0.7886)
H (1.3944, -6.4045, -2.2112)
H (0.7666, -6.7919, 0.0928)
H (-0.1565, -5.5163, 0.9047)
H (1.5870, -5.5855, 1.0828)
H (3.8315, -4.3266, -4.4092)
H (3.5657, -5.6540, -5.5450)
H (3.5801, -5.9740, -3.8134)
H (1.6470, -2.9927, -5.3977)
H (0.2964, -4.0469, -5.8301)
H (1.8693, -4.2927, -6.5715)
H (1.4543, -7.1705, -4.2471)
H (1.1089, -6.5896, -5.8580)
H (-0.0364, -6.2620, -4.5641)
H (2.0604, 1.8842, -5.6979)
H (0.2031, 3.2853, -5.1611)
H (0.0546, 3.5351, -3.4216)
H (-1.0944, 2.4930, -4.2601)
H (4.9851, -0.7706, -3.5512)
H (5.3857, 0.8592, -4.1307)
H (6.0182, -0.5548, -4.9708)
H (3.5221, -2.3122, -5.0780)
H (4.6401, -1.9478, -6.4025)
H (2.9121, -1.6688, -6.6145)
H (4.3006, 1.7930, -6.2019)
H (3.3155, 0.7456, -7.2451)
H (5.0369, 0.4653, -7.0781)
H (5.3032, -4.5269, 0.3100)
H (6.6625, -3.5035, 0.7958)
H (6.8951, -4.7546, -0.4134)
H (4.3811, -4.3505, -2.1061)
H (6.0301, -4.5206, -2.7161)
H (5.0430, -3.1374, -3.2045)
H (7.6470, -1.8430, -0.7677)
H (6.8818, -1.4658, -2.3180)
H (7.7971, -2.9560, -2.1114)
C (-3.7996, 1.0067, 4.7693)
N (-2.8522, 0.4769, 3.7745)
C (-1.8327, -0.4167, 4.3440)
P (-2.6873, 1.0889, 2.2759)
O (-1.5279, 0.5144, 1.5331)
N (-4.0864, 1.1710, 1.5231)
C (-5.3455, 0.5146, 1.9026)
C (-4.1131, 1.8307, 0.2057)
N (-2.2271, 2.7205, 2.6696)
C (-3.1952, 3.7568, 2.9670)
C (-0.8407, 3.0701, 2.9121)
H (-4.3241, 0.1746, 5.2392)
H (-4.5334, 1.6628, 4.3132)
H (-3.2532, 1.5503, 5.5423)
H (-2.3234, -1.3396, 4.6553)
H (-1.3824, 0.0497, 5.2207)
H (-1.0662, -0.6420, 3.6080)
H (-5.2391, -0.0361, 2.8315)
H (-5.6323, -0.1881, 1.1210)
H (-6.1333, 1.2600, 2.0119)
H (-3.1918, 2.3878, 0.0277)
H (-4.9474, 2.5305, 0.1636)
H (-4.2292, 1.0873, -0.5839)
H (-4.2091, 3.3980, 2.8357)
H (-3.0162, 4.5882, 2.2752)
H (-3.0312, 4.1348, 3.9795)
H (-0.1840, 2.2720, 2.5876)
H (-0.7064, 3.2705, 3.9796)
H (-0.6216, 3.9963, 2.3749)
C (-4.7419, -5.2319, -2.5206)
C (-4.0770, -5.8548, -1.3012)
C (-2.6103, -5.4725, -1.1347)
N (-2.4224, -4.0399, -0.8251)
C (-2.1699, -3.0601, -1.6611)
S (-2.2115, -1.3995, -1.0728)
N (-2.0844, -3.2947, -2.9749)
C (-1.6226, -2.3736, -3.9812)
O (-0.9313, -1.4461, -3.6503)
C (-2.0520, -2.6884, -5.3549)
C (-2.6839, -3.8802, -5.7223)
C (-3.0515, -4.0936, -7.0387)
C (-2.7999, -3.1158, -7.9944)
C (-2.1726, -1.9288, -7.6371)
C (-1.7952, -1.7170, -6.3233)
H (-5.7777, -5.5525, -2.6022)
H (-4.2480, -5.5433, -3.4457)
H (-4.7546, -4.1401, -2.4761)
H (-4.1130, -6.9430, -1.3689)
H (-4.6198, -5.5893, -0.3917)
H (-2.0276, -5.7066, -2.0290)
H (-2.1539, -6.0186, -0.3100)
H (-2.6354, -3.7476, 0.1208)
H (-2.5333, -4.1397, -3.3113)
H (-2.8778, -4.6822, -5.0191)
H (-3.5322, -5.0188, -7.3224)
H (-3.0964, -3.2816, -9.0208)
H (-1.9843, -1.1710, -8.3837)
H (-1.3090, -0.7978, -6.0297)

---

# 2
# C44H72AsF6N8O6S3

A structure of composition C44H72AsF6N8O6S3 (wB97M-V/def2-TZVPD, the OMol25 dataset).

Computed properties:
Net charge: -1
LUMO level in eV: 1.9
Largest force on an atom in eV/Å: 5.2

Element x y z (Å)
As (0.0872, -0.1236, -0.6021)
F (-0.5382, 1.5013, -0.0422)
F (-1.1864, -0.9878, 0.3182)
F (0.7512, -1.7178, -1.1502)
F (1.4124, 0.6872, -1.5427)
F (1.0979, -0.0976, 0.8201)
F (-1.0068, -0.0699, -1.9932)
C (6.2289, -3.9038, -2.5403)
C (4.8446, -3.8653, -1.8347)
C (3.7528, -3.0775, -2.5619)
C (4.2818, -1.8193, -3.2032)
N (4.6697, -0.8588, -3.6716)
H (6.9146, -4.5894, -2.0426)
H (6.6925, -2.9187, -2.5937)
H (6.0998, -4.3541, -3.5245)
H (4.9747, -3.5634, -0.7954)
H (4.4205, -4.8663, -1.7565)
H (2.9148, -2.8303, -1.9101)
H (3.2959, -3.6627, -3.3600)
C (-5.0737, 0.5535, -3.8460)
C (-3.7105, -0.2107, -3.6944)
C (-3.0005, -0.5210, -4.9989)
C (-3.0220, 0.6127, -5.9237)
N (-3.0354, 1.4927, -6.6507)
H (-5.6470, 0.1894, -2.9934)
H (-5.7112, 0.1072, -4.6093)
H (-4.9725, 1.6364, -3.7746)
H (-3.7697, -1.0416, -2.9914)
H (-3.0308, 0.4991, -3.2228)
H (-3.4618, -1.2581, -5.6561)
H (-1.9784, -0.7515, -4.6987)
C (-1.4117, -0.7949, 5.2186)
C (-0.5458, -0.9842, 3.9351)
C (-0.3824, -2.4437, 3.4767)
C (-1.6822, -3.1333, 3.2125)
N (-2.7300, -3.6678, 2.9903)
H (-2.4555, -1.0178, 4.9975)
H (-1.4165, 0.2438, 5.5490)
H (-0.9136, -1.3927, 5.9820)
H (0.4075, -0.4732, 4.0706)
H (-1.0964, -0.3856, 3.2094)
H (0.2200, -3.0357, 4.1657)
H (0.1093, -2.4945, 2.5053)
C (-1.1911, 4.8002, 0.7956)
C (-1.1659, 4.5534, 2.3124)
C (-0.3056, 3.3597, 2.7271)
C (-0.1365, 3.1313, 4.1589)
N (-0.0352, 2.9298, 5.2969)
H (-1.2083, 3.8514, 0.2594)
H (-0.3414, 5.3310, 0.3663)
H (-2.0097, 5.4320, 0.4507)
H (-2.1974, 4.4177, 2.6375)
H (-0.8912, 5.4923, 2.7932)
H (0.6366, 3.3751, 2.1793)
H (-0.8393, 2.4586, 2.4249)
C (-4.2741, -2.2946, -0.4773)
C (-3.8953, -3.7384, -0.8053)
C (-5.1566, -4.5829, -0.5107)
S (-6.5835, -3.6671, -1.2257)
O (-7.7131, -3.6799, -0.2501)
O (-6.8196, -4.0353, -2.6239)
C (-5.6840, -2.0249, -1.1352)
H (-3.5866, -1.6303, -1.0009)
H (-4.2456, -2.2487, 0.6114)
H (-3.0658, -4.0034, -0.1497)
H (-3.7427, -3.8492, -1.8788)
H (-5.4642, -4.5109, 0.5326)
H (-5.0790, -5.5943, -0.9095)
H (-6.3710, -1.3161, -0.6730)
H (-5.5016, -1.7780, -2.1811)
C (-4.4835, 2.4705, 0.4882)
C (-4.4049, 0.9289, 0.5607)
C (-3.6424, 0.5728, 1.8049)
S (-4.4118, 1.6617, 3.1437)
O (-3.4815, 2.2235, 4.1321)
O (-5.6190, 0.9168, 3.5717)
C (-4.9614, 2.9409, 1.8919)
H (-5.2354, 2.6364, -0.2833)
H (-3.5178, 2.9043, 0.2286)
H (-3.9275, 0.5125, -0.3263)
H (-5.4318, 0.5697, 0.6288)
H (-2.6115, 0.9004, 1.6707)
H (-3.5797, -0.4787, 2.0848)
H (-4.3993, 3.8247, 2.1935)
H (-6.0190, 2.9968, 2.1494)
C (3.8746, 2.8159, -0.3048)
C (5.0374, 3.7448, -0.1126)
C (4.7064, 4.5433, 1.2059)
S (2.9699, 5.0863, 0.9294)
O (2.9834, 6.1223, -0.1041)
O (2.1810, 5.2206, 2.1519)
C (2.5629, 3.5091, 0.0911)
H (4.1059, 1.9125, 0.2596)
H (3.7986, 2.4111, -1.3141)
H (5.1677, 4.4537, -0.9304)
H (6.0139, 3.2651, -0.0455)
H (5.2701, 5.4572, 1.3929)
H (4.7807, 3.9065, 2.0874)
H (1.7967, 3.6619, -0.6689)
H (2.1368, 2.9442, 0.9203)
N (0.5534, -4.7965, -0.3200)
C (1.8480, -5.1984, -0.1519)
C (2.0557, -6.4268, -0.8871)
C (0.7913, -6.8571, -1.3499)
C (-0.0906, -5.8347, -1.0111)
H (0.1330, -3.9071, -0.0911)
H (2.5726, -4.5567, 0.3272)
H (3.0282, -6.8958, -0.9132)
H (0.5772, -7.7394, -1.9347)
H (-1.1442, -5.6763, -1.1876)
N (4.3510, 0.9284, 2.5629)
C (3.2189, 1.2414, 3.2422)
C (3.5060, 2.1336, 4.2035)
C (4.8847, 2.3578, 4.2565)
C (5.4055, 1.5595, 3.2178)
H (4.5034, 0.2600, 1.8212)
H (2.3029, 0.7239, 2.9980)
H (2.8066, 2.5729, 4.8994)
H (5.4446, 2.9729, 4.9454)
H (6.4013, 1.2969, 2.8924)
N (5.5316, -0.8127, -0.1357)
C (4.1692, -0.8721, 0.0210)
C (3.8693, -1.6806, 1.0699)
C (5.0263, -2.2759, 1.5044)
C (6.1098, -1.6156, 0.8320)
H (6.0975, -0.2561, -0.7604)
H (3.5291, -0.3256, -0.6558)
H (2.8638, -1.9080, 1.3918)
H (5.1517, -2.9622, 2.3288)
H (7.1886, -1.6437, 0.8762)
N (-0.5632, 2.6882, -2.8934)
C (-1.7478, 3.2248, -3.1763)
C (-1.7573, 3.5521, -4.5313)
C (-0.5133, 3.4091, -5.0744)
C (0.1643, 2.6921, -4.0828)
H (-0.2616, 2.1937, -2.0660)
H (-2.5600, 3.2298, -2.4645)
H (-2.6245, 3.8930, -5.0773)
H (-0.1718, 3.6090, -6.0794)
H (1.1600, 2.2765, -4.0355)